{
  "formula": "C78H65F13",
  "method": "the ωB97M-V functional and the def2-TZVPD basis",
  "e_lumo_ev": 0.549,
  "homo_energy_ha": -0.33087,
  "de_lowest_kcal_mol": 76.7,
  "orbital_gap_ev": 9.55,
  "elements": ["F", "C", "C", "C", "C", "C", "C", "H", "H", "H", "H", "H", "F", "C", "C", "C", "C", "C", "C", "H", "H", "H", "H", "H", "F", "C", "C", "C", "C", "C", "C", "H", "H", "H", "H", "H", "F", "C", "C", "C", "C", "C", "C", "H", "H", "H", "H", "H", "F", "C", "C", "C", "C", "C", "C", "H", "H", "H", "H", "H", "F", "C", "C", "C", "C", "C", "C", "H", "H", "H", "H", "H", "F", "C", "C", "C", "C", "C", "C", "H", "H", "H", "H", "H", "F", "C", "C", "C", "C", "C", "C", "H", "H", "H", "H", "H", "F", "C", "C", "C", "C", "C", "C", "H", "H", "H", "H", "H", "F", "C", "C", "C", "C", "C", "C", "H", "H", "H", "H", "H", "F", "C", "C", "C", "C", "C", "C", "H", "H", "H", "H", "H", "F", "C", "C", "C", "C", "C", "C", "H", "H", "H", "H", "H", "F", "C", "C", "C", "C", "C", "C", "H", "H", "H", "H", "H"],
  "xyz": [[15.609, 13.535, 22.088], [15.163, 14.815, 21.812], [15.899, 15.636, 20.957], [15.460, 16.885, 20.658], [14.283, 17.392, 21.218], [13.583, 16.572, 22.088], [14.036, 15.299, 22.423], [16.830, 15.210, 20.545], [16.010, 17.592, 20.087], [13.817, 18.315, 20.812], [12.677, 16.893, 22.617], [13.589, 14.779, 23.262], [22.145, 13.950, 16.726], [22.503, 13.220, 17.807], [22.492, 13.812, 19.056], [22.763, 12.958, 20.130], [23.187, 11.611, 19.968], [23.409, 11.199, 18.662], [22.948, 11.962, 17.573], [22.101, 14.784, 19.115], [22.692, 13.385, 21.211], [23.600, 11.045, 20.832], [23.877, 10.286, 18.378], [23.041, 11.568, 16.554], [19.235, 18.146, 12.915], [18.070, 17.340, 13.011], [18.311, 15.990, 13.152], [17.237, 15.160, 13.275], [15.988, 15.651, 13.640], [15.806, 17.062, 13.571], [16.822, 17.915, 13.166], [19.339, 15.617, 12.949], [17.450, 14.096, 13.323], [15.184, 15.065, 13.985], [14.839, 17.518, 13.828], [16.684, 19.026, 13.010], [14.149, 10.498, 15.668], [14.517, 10.650, 16.958], [15.649, 10.003, 17.398], [16.002, 10.153, 18.720], [15.267, 11.033, 19.518], [14.097, 11.555, 19.098], [13.703, 11.414, 17.764], [16.173, 9.419, 16.644], [16.873, 9.609, 19.045], [15.565, 11.189, 20.568], [13.541, 12.266, 19.682], [12.825, 11.893, 17.404], [13.423, 14.857, 18.569], [14.354, 15.606, 17.955], [14.118, 16.932, 17.700], [15.182, 17.699, 17.214], [16.423, 17.159, 17.012], [16.701, 15.797, 17.260], [15.619, 14.978, 17.628], [13.109, 17.238, 17.887], [15.082, 18.755, 17.041], [17.196, 17.698, 16.560], [17.602, 15.293, 16.971], [15.690, 13.976, 17.929], [19.453, 17.977, 20.771], [19.329, 18.443, 19.553], [18.237, 19.305, 19.309], [18.153, 19.861, 18.060], [19.116, 19.475, 17.125], [20.138, 18.578, 17.344], [20.242, 17.997, 18.623], [17.563, 19.434, 20.133], [17.295, 20.495, 17.889], [19.101, 19.907, 16.121], [20.883, 18.318, 16.608], [21.102, 17.432, 18.825], [11.781, 17.356, 15.467], [11.666, 16.107, 14.842], [12.497, 15.102, 15.087], [12.231, 13.898, 14.447], [11.149, 13.726, 13.600], [10.287, 14.781, 13.418], [10.581, 16.025, 13.969], [13.303, 15.173, 15.769], [12.969, 13.053, 14.542], [10.963, 12.744, 13.098], [9.508, 14.720, 12.712], [9.950, 16.871, 13.848], [20.133, 9.708, 17.017], [19.163, 10.604, 16.659], [18.834, 11.601, 17.554], [17.951, 12.607, 17.178], [17.311, 12.564, 15.967], [17.603, 11.476, 15.077], [18.560, 10.519, 15.441], [19.342, 11.767, 18.466], [17.743, 13.410, 17.881], [16.611, 13.242, 15.571], [17.187, 11.382, 14.100], [18.832, 9.754, 14.742], [21.135, 14.641, 23.075], [20.262, 13.760, 22.558], [20.136, 12.530, 23.182], [19.265, 11.589, 22.660], [18.483, 11.883, 21.553], [18.677, 13.114, 20.965], [19.576, 14.088, 21.411], [20.488, 12.512, 24.214], [19.219, 10.583, 23.074], [17.829, 11.143, 21.115], [17.915, 13.319, 20.192], [19.691, 14.993, 20.897], [23.551, 11.916, 10.734], [22.683, 12.192, 11.788], [22.424, 13.499, 12.021], [21.663, 13.833, 13.130], [21.131, 12.842, 13.959], [21.340, 11.508, 13.700], [22.091, 11.212, 12.630], [22.669, 14.283, 11.301], [21.505, 14.913, 13.313], [20.421, 13.124, 14.711], [20.761, 10.782, 14.196], [22.314, 10.214, 12.324], [19.834, 15.251, 10.464], [18.771, 14.389, 10.392], [19.065, 13.166, 10.948], [18.067, 12.181, 10.895], [16.794, 12.502, 10.425], [16.543, 13.841, 9.942], [17.511, 14.789, 9.904], [20.032, 12.957, 11.387], [18.391, 11.209, 11.182], [16.087, 11.717, 10.363], [15.564, 14.180, 9.602], [17.326, 15.691, 9.343], [16.554, 6.817, 14.369], [17.940, 6.915, 14.198], [18.796, 6.385, 15.162], [20.157, 6.528, 14.959], [20.621, 7.344, 13.995], [19.762, 7.983, 13.128], [18.398, 7.720, 13.112], [18.349, 5.859, 15.916], [20.890, 6.112, 15.692], [21.694, 7.672, 14.026], [20.142, 8.667, 12.384], [17.691, 8.263, 12.499], [17.138, 8.618, 21.498], [18.007, 7.827, 20.784], [19.206, 8.442, 20.429], [20.029, 7.794, 19.480], [19.652, 6.566, 19.063], [18.500, 5.952, 19.513], [17.624, 6.581, 20.306], [19.500, 9.428, 20.705], [20.909, 8.328, 19.110], [20.195, 6.195, 18.234], [18.335, 4.913, 19.273], [16.712, 6.029, 20.717]]
}